# 1
Here is an isolated molecule of C6H9F3N2O in a non-equilibrium geometry from the Open Molecules 2025 dataset. Energies are from the ωB97M-V functional and the def2-TZVPD basis.

Structure (ORCA input):
```
! RIJCOSX wB97M-V def2-TZVPD def2/J DEFGRID3
* xyz 0 1
C -1.002 1.408 -0.057
C -0.036 -2.015 -0.541
C -0.284 -1.194 0.778
C 1.307 -1.586 -1.040
C 1.770 -0.305 -0.251
C -1.863 2.689 0.363
N 0.620 -0.137 0.860
N -0.002 1.097 0.941
O -1.271 0.742 -1.020
F 2.317 -2.480 -0.879
F 1.943 0.661 -1.190
F 2.944 -0.450 0.369
H -0.115 -3.086 -0.382
H -0.718 -1.729 -1.275
H -1.291 -0.881 0.881
H -0.034 -1.893 1.766
H 1.218 -1.348 -2.125
H -2.840 2.409 0.093
H -1.713 2.854 1.471
H -1.494 3.438 -0.191
H 0.545 1.805 1.428
*
```

Largest force on an atom   5.3 eV/Å
HOMO energy   -9.079 eV
Relative energy (zero: lowest compared OMol25 entry of this formula, charge and spin)   59.9 kJ/mol

Löwdin atomic charge list, values in e, 2 entries: -0.433, -0.080

---

# 2
Here is an isolated molecule of C6H9F3O5S in a non-equilibrium geometry from the Open Molecules 2025 dataset. Energies are from the ωB97M-V functional and the def2-TZVPD basis.

Structure (ORCA input):
```
! RIJCOSX wB97M-V def2-TZVPD def2/J DEFGRID3
* xyz 0 1
C -0.236 0.578 -0.172
C 1.164 -1.470 -0.194
C 2.393 -0.627 0.316
C -0.169 -0.811 0.273
C 2.081 0.810 -0.249
C -1.466 1.334 0.415
O 0.905 1.392 0.215
O 1.120 -1.635 -1.521
O 2.501 -0.601 1.627
O -0.504 -0.973 1.671
O 2.194 0.727 -1.586
F 1.316 -2.661 0.356
F 3.500 -1.180 -0.258
F 3.096 1.665 0.249
S -1.422 -1.851 -0.581
H -0.292 0.602 -1.197
H -1.022 1.933 1.260
H -2.317 0.638 0.685
H -1.956 1.863 -0.484
H 1.965 -1.893 -1.827
H 3.339 -0.116 1.874
H 0.213 -0.664 2.227
H 2.348 1.582 -1.915
H -2.338 -0.859 -0.303
*
```

Largest force on an atom   3.5 eV/Å
HOMO energy   -9.357 eV
Relative energy (zero: lowest compared OMol25 entry of this formula, charge and spin)   0.0 kJ/mol

Löwdin atomic charge list, values in e, 2 entries: -0.350, -0.563

---

# 3
Here is an isolated molecule of C6H9FN4 in a non-equilibrium geometry from the Open Molecules 2025 dataset. Energies are from the ωB97M-V functional and the def2-TZVPD basis.

Structure (ORCA input):
```
! RIJCOSX wB97M-V def2-TZVPD def2/J DEFGRID3
* xyz 0 1
C 3.644 -0.590 0.082
C 2.189 0.019 0.020
N 1.471 -0.098 1.173
N 0.247 0.368 1.110
C -0.106 0.891 -0.097
C -1.603 1.404 -0.185
C -2.500 0.208 0.365
C -2.140 -1.187 -0.255
F -1.466 -1.976 0.714
N 0.624 1.046 -1.237
N 1.851 0.579 -1.174
H 4.008 -0.482 1.141
H 3.595 -1.701 -0.097
H 4.327 -0.103 -0.656
H -1.911 1.586 -1.243
H -1.732 2.329 0.440
H -3.580 0.418 0.132
H -2.389 0.191 1.484
H -1.473 -1.144 -1.151
H -3.057 -1.757 -0.568
*
```

Largest force on an atom   2.7 eV/Å
HOMO energy   -9.675 eV
Relative energy (zero: lowest compared OMol25 entry of this formula, charge and spin)   83.5 kJ/mol

Löwdin atomic charge list, values in e, 2 entries: -0.044, -0.330

---

# 4
Here is a cluster of 2 separate species, C6H9FN5O in total in a non-equilibrium geometry from the Open Molecules 2025 dataset. Energies are from the ωB97M-V functional and the def2-TZVPD basis.

Structure (ORCA input):
```
! RIJCOSX wB97M-V def2-TZVPD def2/J DEFGRID3
* xyz 1 1
C -0.759 0.314 -1.294
C 0.659 0.186 1.087
C 0.893 3.342 0.399
C 0.003 -1.000 0.951
C -0.502 -1.128 -1.382
C -0.125 -3.171 -0.235
N -1.207 1.386 -1.392
N 1.792 3.221 1.145
N -0.174 -1.706 -0.241
N -0.795 -1.669 -2.483
N -0.308 3.391 -0.044
O -0.489 -1.573 2.105
F 1.374 0.719 0.014
H 0.279 -3.589 -1.110
H 0.563 -3.468 0.508
H -1.055 -3.511 -0.288
H 2.558 2.885 1.619
H 1.005 0.622 2.013
H -0.949 -1.146 -3.336
H -0.851 2.738 -0.640
H -1.050 -1.075 2.688
H -0.865 4.230 -0.084
*
```

Largest force on an atom   4.7 eV/Å
HOMO energy   -12.412 eV
Relative energy (zero: lowest compared OMol25 entry of this formula, charge and spin)   208.9 kJ/mol

Löwdin atomic charge list, values in e, 2 entries: -0.054, -0.041

---

# 5
Here is a cluster of 3 separate species, C6H9FNO7 in total in a non-equilibrium geometry from the Open Molecules 2025 dataset. Energies are from the ωB97M-V functional and the def2-TZVPD basis.

Structure (ORCA input):
```
! RIJCOSX wB97M-V def2-TZVPD def2/J DEFGRID3
* xyz -1 1
C 8.898 8.912 -18.158
C 9.287 9.313 -19.579
O 9.370 8.409 -20.442
O 9.529 10.536 -19.824
H 8.067 8.214 -18.061
H 8.844 9.703 -17.405
H 9.740 8.332 -17.748
C 10.876 12.398 -17.328
C 9.636 13.060 -16.738
O 10.122 14.167 -16.001
C 11.465 14.081 -15.900
O 12.166 14.885 -15.370
O 11.934 13.068 -16.637
F 8.982 12.206 -15.897
H 11.054 12.612 -18.379
H 10.786 11.324 -17.180
H 8.923 13.400 -17.488
C 6.617 6.846 -14.910
N 5.873 7.897 -15.612
O 5.496 8.839 -14.955
O 5.597 7.681 -16.767
H 6.255 5.842 -15.091
H 6.489 7.097 -13.857
H 7.688 6.952 -15.074
*
```

Largest force on an atom   2.0 eV/Å
HOMO energy   -4.132 eV

Löwdin atomic charge list, values in e, 2 entries: -0.060, -0.792

---

# 6
Here is a structure of composition C6H9FS in a non-equilibrium geometry from the Open Molecules 2025 dataset. Energies are from the ωB97M-V functional and the def2-TZVPD basis.

Structure (ORCA input):
```
! RIJCOSX wB97M-V def2-TZVPD def2/J DEFGRID3
* xyz 0 1
C 1.395 1.760 0.241
C 0.174 0.988 -0.084
C -0.274 -0.256 0.146
C 0.794 -1.144 0.759
C -1.724 -0.812 -0.044
C -2.606 -0.432 -0.985
H 2.313 1.112 0.410
H 1.263 2.519 0.887
H 1.824 2.286 -0.573
H -0.623 1.532 -0.540
H 0.236 -1.672 1.460
H 1.545 -0.543 1.401
H 2.209 -1.424 -1.337
H -2.012 0.164 -1.697
H -3.971 -0.276 -0.697
F -2.094 -1.517 1.021
S 1.552 -2.286 -0.371
*
```

Largest force on an atom   5.2 eV/Å
HOMO energy   -8.979 eV
Relative energy (zero: lowest compared OMol25 entry of this formula, charge and spin)   370.6 kJ/mol

Löwdin atomic charge list, values in e, 2 entries: -0.072, -0.109

---

# 7
Here is a structure of composition C6H9I in a non-equilibrium geometry from the Open Molecules 2025 dataset. Energies are from the ωB97M-V functional and the def2-TZVPD basis.

Structure (ORCA input):
```
! RIJCOSX wB97M-V def2-TZVPD def2/J DEFGRID3
* xyz 0 1
C -2.180 -0.646 0.504
C -0.720 0.152 -1.480
C -0.819 -1.154 0.928
C 0.132 0.104 0.798
C 0.506 0.108 -0.634
C 1.710 1.105 -0.836
I -2.190 1.233 -0.485
H -2.778 -1.302 -0.123
H -0.934 -1.702 1.865
H -0.442 -2.019 0.249
H -0.515 0.966 1.186
H 0.958 0.053 1.599
H 1.001 -0.778 -0.994
H 2.598 0.634 -0.373
H 1.643 2.110 -0.287
H 2.030 1.136 -1.919
*
```

Largest force on an atom   4.8 eV/Å
HOMO energy (spin up / spin down)   -7.461 / -7.853 eV
Relative energy (zero: lowest compared OMol25 entry of this formula, charge and spin)   634.4 kJ/mol

Löwdin atomic charge list, values in e, 2 entries: -0.407, -0.350

---

# 8
Here is an isolated molecule of C6H9IN2S in a non-equilibrium geometry from the Open Molecules 2025 dataset. Energies are from the ωB97M-V functional and the def2-TZVPD basis.

Structure (ORCA input):
```
! RIJCOSX wB97M-V def2-TZVPD def2/J DEFGRID3
* xyz 0 1
C 0.441 -1.791 0.915
C -0.251 -2.457 1.913
C 0.145 0.588 1.334
C -1.359 -0.605 -0.367
C 1.083 -0.165 -0.810
C 0.011 -0.513 0.266
N 1.526 -2.444 0.524
N 1.752 -3.504 1.199
S 0.663 -3.851 2.312
I -1.995 -2.000 2.927
H -0.186 1.588 0.806
H -0.488 0.460 2.166
H 1.137 0.639 1.764
H -1.489 0.136 -1.107
H -1.531 -1.517 -0.792
H -2.226 -0.381 0.371
H 1.780 -0.910 -0.709
H 0.636 -0.142 -1.854
H 1.424 0.782 -0.498
*
```

Largest force on an atom   4.2 eV/Å
HOMO energy   -9.414 eV
Relative energy (zero: lowest compared OMol25 entry of this formula, charge and spin)   0.0 kJ/mol

Löwdin atomic charge list, values in e, 2 entries: -0.414, -0.989